The following is a DFT calculation (wB97M-V/def2-TZVPD) of a 13-piece molecular cluster, C39H98N3O14S8 overall in a non-equilibrium geometry.

Properties
2S+1: 1
gap between HOMO and LUMO: 0.3171 Eh
energy: -161836.4914 eV
LUMO: -0.056 Ha
net charge: +1

CARTESIAN COORDINATES (ANGSTROEM)
S  -4.49214  -5.05626  -4.24215
S  1.86983  4.96353  -0.24292
S  1.31692  -3.64879  -4.51475
S  -1.56665  0.76103  -4.28256
S  -0.45931  5.34408  -3.40224
S  1.81492  -2.16058  4.37661
S  -1.75432  2.13312  3.68634
S  -5.76437  0.25801  -0.85701
O  -3.34295  -5.53494  -5.10114
O  -2.76268  -7.46108  3.48784
O  5.79381  4.69212  1.22594
O  0.42300  -1.77003  4.04014
O  2.85198  3.81879  -0.24399
O  -0.83978  5.35995  -1.91949
O  8.67413  0.50217  2.80660
O  -5.66492  -3.15090  3.35490
O  -4.83474  -0.41993  -1.85528
O  -2.26881  2.48681  2.31575
O  1.14439  -3.31101  -3.07012
O  -3.99878  -1.64560  2.97333
O  -0.50145  1.09763  -3.29942
O  7.29226  -1.05345  1.90035
N  -2.36404  -6.20461  1.62253
N  -0.42539  -0.20585  0.10773
N  6.81858  3.78815  -0.57904
C  -2.54807  -6.10164  0.19413
C  5.79387  4.44193  0.03595
C  -0.21631  -1.08967  -1.10414
C  -5.83470  -3.57636  1.98023
C  0.73153  -2.21010  -5.53909
C  4.55832  1.02066  0.08641
C  -4.60335  -2.40163  3.69233
C  2.12896  0.27158  0.07564
C  -5.73268  2.05409  -1.20178
C  8.19102  -0.24896  1.83045
C  0.43037  6.92263  -3.81504
C  1.85634  -2.40406  6.20039
C  -2.13209  -1.93617  0.02661
C  -4.34485  -2.51031  5.17139
C  -1.16317  -5.54719  2.11677
C  8.14795  0.41237  4.12947
C  -1.53999  -1.87153  -1.38485
C  -1.52839  3.70387  4.56224
C  0.91001  -0.16955  0.88069
C  2.77383  -0.58189  4.42382
C  0.84780  4.15326  -3.67553
C  2.56490  6.48084  0.37633
C  -4.12184  -3.30852  -3.85952
C  -3.02899  -7.13530  2.35205
C  0.53557  4.65485  0.98885
C  -1.54022  -0.87262  0.89227
C  -7.47393  0.17552  -1.51422
C  -6.68788  -2.50428  1.32118
C  8.93401  0.02096  0.53079
C  -0.82310  1.22127  -0.25783
C  6.94060  1.30691  4.29712
C  -1.21246  1.72478  -5.78889
C  6.62411  3.28126  -1.91709
C  7.93575  3.34371  0.22124
C  -3.24540  1.46840  4.54155
C  3.42317  0.38233  0.87483
C  -0.17646  -4.69886  -4.87596
C  -3.02426  1.69596  -3.75095
C  -5.97834  -4.84525  -5.32567
H  -1.93141  -2.88339  0.52010
H  1.03815  -1.17047  1.29190
H  -2.37779  -5.09232  -0.19070
H  -3.52448  -6.38809  -0.19181
H  -2.23072  -0.07555  1.15640
H  8.24220  0.36587  -0.23182
H  -3.61418  -1.74339  5.41942
H  -3.89424  -3.47322  5.41127
H  1.17821  7.18321  -3.07018
H  -3.40038  1.32536  -2.80259
H  -6.78263  -4.34358  -4.79168
H  -3.89915  -7.55807  1.82647
H  -1.13020  3.64625  5.57886
H  -2.13561  1.89090  -6.34475
H  0.14264  -0.63901  -2.02224
H  0.53331  -1.79357  -0.73977
H  -6.25712  -5.87367  -5.54328
H  6.34470  1.19547  5.20963
H  7.50828  2.87808  -2.40628
H  6.15271  1.06538  3.57556
H  0.76620  0.49411  1.73539
H  -2.50616  4.15918  4.71586
H  -4.83708  -3.72239  1.55944
H  1.48410  -1.63590  -6.09355
H  3.85490  -0.69146  4.50786
H  -1.06813  -4.32306  -4.37695
H  3.17131  0.95948  1.76654
H  -2.61776  2.70511  -3.62785
H  6.12157  4.00132  -2.56230
H  -5.28291  -2.38892  5.70844
H  0.18759  3.71295  0.58038
H  8.10566  3.83740  1.17479
H  -7.71913  -2.63216  1.64936
H  1.96683  1.13188  -0.58025
H  2.74032  6.41540  1.45230
H  -1.18655  -5.68004  3.19876
H  0.45667  -1.40501  -4.85454
H  -6.27004  -4.57131  1.91965
H  -3.17938  -1.66510  -0.11826
H  -2.92846  1.22186  5.55573
H  7.09232  2.38657  4.26485
H  -0.22803  -5.88815  1.67763
H  -1.50833  -2.79335  -1.96513
H  2.57629  -1.74689  6.68657
H  -5.03218  -2.88478  -3.41892
H  2.41850  -0.03193  5.29672
H  -2.08525  -1.29310  -2.13599
H  9.35270  -0.91400  0.15856
H  3.48660  6.74752  -0.13509
H  1.77910  4.59442  -3.30733
H  0.88403  6.73838  -4.78803
H  5.20453  1.56108  0.78835
H  -0.37407  7.64989  -3.87431
H  -1.34965  -4.47484  2.02053
H  -5.99504  2.23345  -2.24210
H  8.95413  0.74749  4.77880
H  -7.85262  -0.83122  -1.34068
H  4.24194  1.84725  -0.55368
H  -3.66717  0.62573  4.00155
H  5.24511  0.36370  -0.44526
H  -0.15587  5.48629  0.87484
H  -1.87224  1.18142  -0.54481
H  1.82747  7.27552  0.25129
H  -3.77344  1.77317  -4.53702
H  3.75031  -0.62586  1.13864
H  -6.35531  2.58151  -0.48101
H  0.86318  4.56803  2.02380
H  -6.34217  -1.47472  1.38707
H  -3.94413  -2.73540  -4.76537
H  5.94662  2.41937  -1.86988
H  9.73728  0.68839  0.83399
H  0.04981  -2.53606  -6.31943
H  -4.72272  2.43441  -1.03571
H  -1.73690  -6.69328  -0.24380
H  8.87049  3.37095  -0.33691
H  -1.15590  -1.33427  1.80146
H  -0.46857  1.25327  -6.42541
H  -0.44053  -4.75807  -5.93167
H  -7.45246  0.27155  -2.60285
H  -8.12945  0.97062  -1.16820
H  2.03247  -3.42023  6.54198
H  0.66170  3.25081  -3.09758
H  -5.67420  -4.30345  -6.21858
H  -0.64603  1.89173  0.57419
H  -0.86539  2.70624  -5.46264
H  -3.95795  2.29243  4.59115
H  2.32346  -0.48033  -0.70129
H  1.11205  3.90916  -4.70463
H  -6.75889  -2.57165  0.22683
H  0.07565  -5.69110  -4.50859
H  2.56144  0.01762  3.54257
H  7.87688  -0.59104  4.45607
H  -3.44034  -3.29802  -3.01458
H  -0.30669  1.56927  -1.14802
H  -0.76134  4.20004  3.97313
H  7.73032  2.31928  0.54506
H  0.86343  -2.04618  6.47750
H  4.98204  4.74630  -0.63401

***

The following is a DFT calculation (wB97M-V/def2-TZVPD) of C13H43CdN2O10 as an isolated structure in a non-equilibrium geometry.

Properties
2S+1: 1
gap between HOMO and LUMO: 0.1909 Eh
energy: -42187.8648 eV
LUMO: -0.186 Ha
net charge: +1

CARTESIAN COORDINATES (ANGSTROEM)
Cd  -1.30701  -3.54946  0.72956
O  -0.35996  2.29494  -3.96135
O  -4.04489  1.66959  -0.17601
O  4.40765  -1.59367  -0.02078
O  -0.40604  -3.88553  -1.18993
O  -0.45558  -1.62754  0.82626
O  1.88678  -1.59233  2.80091
O  -0.94116  -1.32575  4.50593
O  3.05849  3.01355  2.37130
O  -1.94147  -3.30464  2.76673
O  -3.40037  -3.02612  0.09110
N  2.14828  0.53671  -0.13552
N  -2.85881  0.54574  -2.51867
C  2.96632  1.03745  0.93537
C  2.81526  -0.21544  -1.16846
C  2.21160  2.01784  1.84135
C  -3.32978  1.93501  -2.43084
C  0.77228  3.10517  -3.65682
C  -4.49728  1.99265  -1.46490
C  -1.72943  0.39310  -3.40471
C  3.78176  2.60444  3.50991
C  3.23175  -1.63831  -0.79129
C  -0.47531  1.21596  -3.06208
C  -5.03661  1.80816  0.79492
C  4.84748  -2.87614  0.36409
C  -1.17510  -0.43105  0.77819
H  2.40407  -2.06692  -0.19718
H  1.68344  2.61778  -4.02393
H  -5.05259  2.94012  -1.49792
H  0.05347  -3.22315  -1.72451
H  3.80635  1.57369  0.48903
H  1.73900  1.46349  2.66926
H  -3.68276  2.22493  -3.42450
H  -0.52698  0.44558  0.62274
H  -1.44822  -0.66507  -3.41988
H  -1.99870  -4.07687  3.34177
H  3.69167  0.35229  -1.48946
H  4.14590  3.49827  4.01007
H  -2.04339  -2.53195  3.36188
H  4.13061  -3.33837  1.05780
H  1.26347  0.13989  0.13799
H  -1.69603  -0.12905  1.71323
H  1.94497  -2.54851  2.73160
H  -2.70762  0.21459  -1.57803
H  1.39699  2.52565  1.31522
H  -0.64079  -0.90341  3.68975
H  -1.92225  -0.40763  -0.02065
H  -4.61893  1.56630  1.77558
H  -5.36375  2.85250  0.88781
H  -5.24927  1.27074  -1.83576
H  -2.53976  2.63733  -2.13587
H  3.14992  2.01772  4.18601
H  0.07389  -4.71254  -1.32711
H  2.15101  -0.28056  -2.03806
H  5.03319  -3.51441  -0.50514
H  0.64947  4.03921  -4.19769
H  3.43750  -2.22657  -1.69983
H  1.34993  -1.33268  2.03595
H  -5.89785  1.15175  0.62195
H  -3.73686  -3.22704  -0.79048
H  -0.56944  1.58304  -2.03355
H  0.39915  0.57045  -3.22952
H  -4.01436  -2.38225  0.46262
H  3.37909  0.29899  1.63659
H  0.85028  3.27886  -2.58162
H  5.77160  -2.73605  0.92227
H  4.64716  1.98768  3.23607
H  -2.09240  0.62289  -4.40907
H  -1.51901  -0.67501  4.92027

***

The following is a DFT calculation (wB97M-V/def2-TZVPD) of C21H49N7NiO7 as an isolated structure in a non-equilibrium geometry.

Properties
2S+1: 3
gap between HOMO and LUMO (alpha / beta): 0.3671 / 0.3488 Eh
energy: -88370.4300 eV
LUMO (alpha / beta): -0.136 / -0.154 Ha
energy relative to the best compared isomer or geometry (same formula, charge and spin): 0.0 kcal per mole
net charge: +2

CARTESIAN COORDINATES (ANGSTROEM)
Ni  1.02447  0.53619  0.29953
O  -4.52832  -2.55563  -1.91232
O  2.67810  0.29177  -0.84576
O  2.82892  1.42357  1.75434
O  0.54301  2.44215  -0.51852
O  -0.45746  0.79895  1.80342
O  1.37480  -1.28209  1.31660
O  -0.36547  -0.17505  -1.16358
N  4.77797  -0.38187  -1.29954
N  -2.02874  1.56666  3.26244
N  3.54323  2.98307  3.13639
N  -1.93235  -1.44187  -2.24238
N  -6.10740  -3.18302  -3.33243
N  -0.70344  2.83070  -2.31232
N  1.67386  -3.32833  2.26022
C  3.47948  2.14411  4.32428
C  -5.18616  -3.98659  -4.13271
C  -6.74930  -1.77700  -1.43193
C  1.63723  3.05178  -2.62098
C  -5.71937  -2.50157  -2.25508
C  1.66452  -1.47290  3.77664
C  -1.29681  -1.00817  -1.12658
C  3.45108  -0.55471  -1.32285
C  1.65097  -4.22389  1.10477
C  5.41601  0.94760  -0.83966
C  3.39043  3.62123  0.90527
C  1.52576  -1.99087  2.33640
C  -1.81811  -1.63828  0.14849
C  2.84536  -1.78398  -1.87909
C  3.25071  2.54448  1.92850
C  -0.26464  3.10875  2.53109
C  -0.97765  1.76467  2.46785
C  -1.64610  -0.98606  -3.62986
C  -2.65526  0.31122  3.42773
C  0.48178  2.78773  -1.72231
C  -2.00614  2.57878  -1.61944
H  4.04954  2.57047  5.15712
H  -1.93751  -1.75409  -4.26337
H  2.43003  2.23502  4.68859
H  -1.10392  -1.40988  0.94298
H  -3.07607  0.29226  4.41135
H  1.39091  3.50650  -3.62426
H  -7.11921  -3.26380  -3.61626
H  -2.76266  -1.17188  0.33506
H  5.04479  1.18427  0.12739
H  6.43830  0.77330  -0.68748
H  -1.86143  2.66568  -0.54032
H  2.76191  -4.29306  0.81440
H  -2.13901  -0.05980  -3.92642
H  -0.57843  -0.90312  -3.81950
H  5.35034  -0.99417  -1.88209
H  0.77231  2.95182  2.71437
H  -2.46948  2.24734  3.79175
H  -2.36378  1.57421  -1.80224
H  -4.42766  -4.43734  -3.50294
H  3.93581  3.88885  3.18610
H  -0.77560  3.19679  -3.24970
H  1.21662  -5.18634  1.43443
H  -2.77574  3.30696  -1.98415
H  2.15413  2.06894  -2.76259
H  -3.43442  0.03586  2.67367
H  1.46753  -0.43397  3.81220
H  3.53837  -2.27561  -2.57584
H  4.17105  4.31183  1.23425
H  3.73965  1.13455  4.07032
H  -4.59276  -3.32146  -4.76032
H  1.98936  -1.38695  -2.55679
H  -5.80509  -4.79081  -4.68971
H  -7.57632  -1.55576  -2.05096
H  -6.19413  -0.91109  -1.02756
H  2.38309  -2.37453  -1.13329
H  -1.89830  -0.45319  3.40451
H  -1.87371  -2.71147  -0.05013
H  -7.06305  -2.41262  -0.63821
H  -0.41812  3.77315  1.68208
H  2.26418  3.76104  -2.15794
H  1.91323  -3.86001  3.08437
H  2.63816  -1.86729  4.17444
H  -2.69829  -2.07374  -2.14068
H  5.22332  1.67843  -1.62088
H  -0.63175  3.67576  3.40591
H  3.56289  3.21714  -0.09876
H  0.86519  -2.06141  4.29003
H  2.49279  4.17272  0.81125
H  0.98792  -3.72110  0.33921